{
  "formula": "C54H46BBr3N9O16",
  "method": "ωB97M-V with the def2-TZVPD basis set",
  "total_charge": -1,
  "de_lowest_kcal_mol": 1745.6,
  "e_homo_ha": -0.1746,
  "e_lumo_ev": 0.216,
  "symbols": ["O", "C", "O", "B", "O", "C", "O", "O", "C", "O", "C", "O", "O", "C", "Br", "Br", "Br", "H", "C", "C", "C", "C", "C", "C", "N", "O", "O", "H", "H", "H", "H", "H", "C", "C", "C", "C", "C", "C", "N", "O", "O", "H", "H", "H", "H", "H", "C", "C", "C", "C", "C", "C", "N", "O", "O", "H", "H", "H", "H", "H", "C", "C", "C", "C", "C", "C", "N", "O", "O", "H", "H", "H", "H", "H", "N", "C", "C", "C", "C", "C", "H", "H", "H", "H", "H", "N", "C", "C", "C", "C", "C", "H", "H", "H", "H", "H", "N", "C", "C", "C", "C", "C", "H", "H", "H", "H", "H", "N", "C", "C", "C", "C", "C", "H", "H", "H", "H", "H", "N", "C", "C", "C", "C", "C", "H", "H", "H", "H", "H"],
  "positions_angstrom": [[-1.758, -2.414, 2.923], [-1.585, -1.687, 1.926], [-0.433, -1.586, 1.182], [-0.607, -0.538, 0.220], [-1.891, 0.094, 0.598], [-2.432, -0.465, 1.690], [-3.462, -0.189, 2.329], [-0.622, -0.855, -1.226], [0.341, -0.198, -1.922], [0.757, -0.181, -3.110], [1.089, 0.720, -0.866], [0.464, 0.503, 0.365], [2.047, 1.431, -1.028], [-2.768, 2.475, 2.442], [-2.373, 3.137, 0.653], [-4.665, 2.333, 2.823], [-1.715, 3.552, 3.668], [-2.419, 1.442, 2.453], [0.389, -3.539, 2.237], [-0.249, -4.710, 1.687], [-0.323, -5.960, 2.435], [0.307, -5.939, 3.728], [1.046, -4.843, 4.165], [0.987, -3.698, 3.479], [0.217, -7.151, 4.572], [0.209, -6.997, 5.811], [0.023, -8.207, 4.002], [0.213, -2.599, 1.735], [-0.862, -4.723, 0.798], [-0.989, -6.679, 1.980], [1.518, -4.768, 5.134], [1.436, -2.788, 3.846], [0.469, 2.642, -3.178], [1.315, 1.596, -3.522], [2.237, 1.795, -4.498], [2.278, 2.950, -5.251], [1.359, 3.978, -4.931], [0.451, 3.907, -3.853], [3.334, 3.143, -6.318], [3.674, 4.248, -6.698], [3.861, 2.036, -6.777], [-0.263, 2.480, -2.400], [1.163, 0.715, -2.916], [2.938, 1.016, -4.758], [1.532, 4.933, -5.404], [-0.225, 4.704, -3.581], [-2.788, -0.271, -3.609], [-3.937, 0.451, -3.340], [-3.767, 1.621, -2.603], [-2.446, 2.004, -2.272], [-1.312, 1.223, -2.597], [-1.504, 0.086, -3.331], [-2.247, 3.274, -1.548], [-1.215, 3.792, -1.816], [-3.099, 3.685, -0.795], [-2.950, -1.235, -4.068], [-4.898, 0.065, -3.649], [-4.605, 2.189, -2.228], [-0.297, 1.432, -2.291], [-0.675, -0.579, -3.519], [0.604, -5.327, -0.297], [0.907, -3.978, -0.604], [0.006, -3.109, -1.278], [-1.295, -3.555, -1.554], [-1.580, -4.879, -1.202], [-0.663, -5.701, -0.563], [-2.155, -2.693, -2.361], [-1.845, -1.541, -2.501], [-3.073, -3.176, -2.951], [1.324, -6.045, 0.067], [1.848, -3.586, -0.247], [0.317, -2.099, -1.503], [-2.552, -5.274, -1.457], [-0.916, -6.743, -0.429], [3.561, 0.719, 1.463], [4.195, 0.200, 2.567], [3.791, -0.754, 3.380], [2.438, -1.121, 3.146], [1.724, -0.677, 1.960], [2.357, 0.257, 1.170], [5.117, 0.690, 2.841], [4.346, -1.132, 4.226], [1.891, -1.899, 3.659], [0.720, -0.971, 1.691], [1.845, 0.410, 0.231], [2.284, 5.520, -0.583], [2.684, 4.241, -0.441], [1.748, 3.143, -0.433], [0.353, 3.447, -0.601], [-0.066, 4.804, -0.828], [0.963, 5.744, -0.895], [3.721, 4.045, -0.214], [2.105, 2.124, -0.445], [-0.503, 2.789, -0.601], [-1.092, 5.121, -0.940], [0.681, 6.781, -1.005], [-6.180, -0.317, -0.031], [-4.889, -0.399, -0.007], [-4.021, 0.753, 0.025], [-4.507, 2.066, 0.087], [-5.897, 2.091, 0.146], [-6.675, 0.961, 0.038], [-4.552, -1.411, 0.161], [-2.960, 0.555, 0.037], [-3.931, 2.980, 0.078], [-6.232, 3.094, -0.070], [-7.703, 1.208, -0.183], [1.376, -0.550, 5.943], [0.919, -1.809, 6.135], [-0.067, -2.356, 5.329], [-0.412, -1.661, 4.185], [0.172, -0.488, 3.898], [1.016, 0.027, 4.776], [1.387, -2.361, 6.937], [-0.517, -3.329, 5.468], [-1.121, -2.129, 3.518], [-0.079, 0.092, 3.022], [1.511, 0.987, 4.751], [4.131, 2.045, 0.137], [4.761, 3.123, -0.461], [5.104, 3.084, -1.778], [4.566, 2.047, -2.586], [3.696, 1.128, -1.974], [3.455, 1.233, -0.640], [5.368, 3.795, 0.127], [5.758, 3.885, -2.089], [4.682, 1.999, -3.659], [3.082, 0.446, -2.543], [2.698, 0.584, -0.223]],
  "forces_ev_per_angstrom": [[-9.979, -3.423, -12.410], [-2.459, 0.517, -0.310], [-5.650, 0.670, -2.287], [0.440, 3.529, -1.295], [3.807, -1.565, 2.600], [-1.709, -1.683, 1.267], [3.624, -1.265, -1.813], [4.059, 4.544, 3.684], [2.152, 0.496, 4.080], [-3.492, -15.744, 3.697], [-8.326, -5.944, -2.925], [-7.016, 0.773, -2.068], [-8.630, -6.680, -12.011], [1.023, -0.416, 1.237], [6.953, -2.052, 14.375], [0.782, 1.077, 1.466], [-0.303, -0.271, 0.401], [-0.013, 0.998, 0.651], [-0.253, -4.543, 0.473], [-0.677, -0.012, 4.365], [0.914, 3.371, 0.547], [-0.107, -0.679, -1.740], [-0.718, -1.843, 1.325], [0.823, 1.293, -2.830], [-0.880, 0.494, 1.307], [0.399, -0.262, -1.991], [0.279, 0.112, 0.305], [2.156, -2.546, 0.942], [-0.246, 1.458, 2.232], [0.304, -0.636, 0.638], [0.011, -0.726, 0.159], [-0.676, -3.331, 0.465], [1.237, 3.815, -2.420], [1.280, 9.687, -1.153], [0.799, -0.780, -1.815], [-0.824, 1.130, 0.246], [0.790, 0.960, 0.299], [1.526, -2.582, -1.147], [1.013, -3.118, -0.781], [-0.643, -0.938, 0.526], [-1.659, 3.661, 1.513], [2.891, 3.505, -1.499], [5.032, 6.345, -0.545], [0.244, -0.195, 0.001], [-0.264, 0.100, -0.393], [0.258, 0.063, -0.173], [-3.409, 0.749, -3.458], [0.950, 0.398, 0.243], [1.205, 0.400, 0.005], [-1.494, -0.244, 0.912], [-2.979, -1.746, -0.451], [-0.863, 4.304, -2.374], [-1.543, -4.843, -7.535], [-4.058, 0.001, -6.536], [-3.116, 7.811, -9.963], [-0.247, 0.529, -0.870], [-0.081, 0.114, 0.194], [0.093, 0.153, -0.363], [-2.300, -1.987, 0.859], [-2.033, 0.830, -1.509], [2.025, 1.794, -2.270], [-0.188, -0.380, -0.784], [1.328, -2.226, 0.854], [2.023, -0.962, 0.612], [-1.014, 0.262, -0.632], [-1.333, -2.199, -3.416], [0.680, -1.456, 0.215], [-2.580, -7.189, 1.317], [-1.921, -1.579, -0.280], [0.099, 0.304, 0.217], [0.235, 0.145, -0.350], [0.464, -2.277, -0.173], [-0.107, -0.061, 0.014], [-0.385, -0.033, 0.208], [-0.601, -5.678, 6.268], [0.847, 3.852, -2.650], [-3.857, -2.301, 1.232], [0.563, -0.338, -3.244], [3.203, -0.196, 2.403], [4.062, -2.554, 4.587], [0.541, 0.265, -0.513], [0.093, 0.030, -0.041], [2.136, 2.475, -0.074], [2.714, 0.421, 1.551], [1.976, -2.183, 4.044], [-0.258, -1.116, -1.101], [-4.715, 1.539, 0.258], [-3.247, 12.386, 1.924], [3.601, 1.230, 1.771], [4.854, 2.788, 3.457], [0.430, -0.586, 1.434], [-1.634, 1.756, 0.294], [0.278, 8.236, 7.687], [2.010, -1.208, 1.254], [1.380, 1.798, 1.721], [0.147, 0.229, -0.224], [-2.205, 1.357, 0.239], [1.022, 1.975, 0.594], [-2.044, 0.510, -1.073], [-3.892, -4.397, 0.231], [0.309, 0.469, -1.665], [0.408, 0.433, -0.829], [0.722, -0.214, -0.470], [-2.875, 1.343, -1.754], [-5.074, -2.776, 0.372], [-1.257, 0.095, 0.649], [-0.509, -0.921, 0.307], [-0.084, -1.101, -1.151], [-0.355, 0.574, 0.020], [-0.078, 0.716, 0.623], [3.599, 2.179, 6.419], [-3.217, 0.435, -1.218], [2.196, 2.200, 5.015], [-0.234, -0.017, 0.382], [0.142, -0.064, 0.440], [6.331, 1.607, 7.055], [-0.208, 0.236, -0.042], [-0.329, 0.379, -0.920], [0.982, 6.546, -1.590], [3.198, -4.619, -0.554], [0.269, -0.358, -1.237], [-0.866, -0.560, 0.866], [5.177, 0.462, -4.449], [9.001, -2.018, -1.105], [-0.334, 0.086, 0.741], [0.009, -0.104, -0.780], [0.361, 0.134, -0.003], [0.707, -0.145, -0.245], [6.884, -3.254, 1.210]]
}